Record 1
10 unconnected molecules or ions with the total composition C30H69O19P3 at a distorted geometry. Source: the OMol25 dataset; level of theory: ωB97M-V/def2-TZVPD.

Last column: Löwdin charge in e.
Element x y z (Å)
C (-3.151, 1.693, -0.385)  -0.095
O (-2.249, 0.762, 0.142)  -0.222
P (-1.599, -0.319, -0.807)  0.327
O (-0.814, 0.456, -1.659)  -0.199
O (-0.686, -1.303, -0.052)  -0.183
C (0.314, -2.011, -0.769)  -0.076
O (-2.722, -1.109, -1.694)  -0.217
C (-2.381, -1.413, -3.020)  -0.097
H (-2.615, 2.318, -1.151)  0.081
H (-3.480, 2.390, 0.309)  0.060
H (-4.029, 1.116, -0.913)  0.137
H (0.978, -1.323, -1.225)  0.040
H (-0.020, -2.674, -1.556)  0.094
H (0.941, -2.627, -0.115)  0.091
H (-2.364, -0.554, -3.731)  0.098
H (-3.270, -2.145, -3.206)  0.143
H (-1.487, -1.787, -3.087)  0.001
C (1.108, -0.035, 2.422)  -0.042
O (1.327, -0.201, 3.853)  -0.193
P (1.034, 1.013, 4.764)  0.457
O (-0.451, 1.259, 4.796)  -0.284
O (1.464, 0.753, 6.280)  -0.210
C (0.537, 0.228, 7.155)  -0.168
O (1.615, 2.406, 4.086)  -0.244
C (1.057, 3.686, 4.205)  -0.091
H (1.397, -0.834, 1.867)  0.026
H (1.690, 0.854, 2.156)  0.062
H (0.031, 0.367, 2.291)  0.112
H (-0.305, 1.085, 7.564)  0.164
H (1.075, 0.044, 8.032)  0.047
H (0.023, -0.752, 6.897)  0.109
H (1.151, 3.920, 5.175)  0.058
H (0.145, 3.642, 3.734)  0.053
H (1.594, 4.319, 3.429)  0.112
C (-5.916, -2.583, 1.638)  -0.067
O (-5.063, -2.675, 2.764)  -0.206
P (-3.661, -1.911, 2.978)  0.433
O (-3.344, -1.586, 1.623)  -0.225
O (-3.771, -0.601, 3.853)  -0.181
C (-3.194, 0.616, 3.331)  -0.052
O (-2.568, -3.005, 3.467)  -0.183
C (-1.227, -2.780, 3.349)  -0.079
H (-6.759, -3.330, 1.882)  0.138
H (-5.523, -2.703, 0.804)  -0.011
H (-6.303, -1.620, 1.592)  0.074
H (-2.019, 0.673, 2.972)  0.138
H (-3.553, 1.244, 3.927)  0.011
H (-3.680, 0.700, 2.372)  0.062
H (-1.097, -1.817, 3.807)  0.107
H (-1.144, -2.672, 2.300)  0.075
H (-0.825, -3.557, 3.474)  -0.010
C (-1.512, 5.215, -2.167)  -0.028
C (-2.465, 5.948, -1.173)  -0.360
C (-3.478, 6.880, -1.921)  -0.020
O (-2.425, 5.795, 0.111)  -0.021
H (-1.702, 5.193, -3.188)  0.043
H (-1.643, 4.200, -1.841)  0.034
H (-0.460, 5.433, -2.007)  0.090
H (-3.761, 6.403, -2.873)  0.083
H (-2.944, 7.709, -2.031)  0.014
H (-4.320, 7.224, -1.120)  0.140
C (0.532, 2.606, -6.398)  -0.029
C (0.014, 3.224, -5.140)  -0.489
C (-0.752, 2.321, -4.213)  -0.044
O (0.307, 4.376, -4.804)  0.047
H (-0.383, 2.399, -7.068)  0.129
H (1.120, 1.861, -6.678)  0.012
H (1.360, 3.176, -6.839)  0.095
H (-0.769, 2.685, -3.198)  0.024
H (-0.514, 1.261, -3.941)  0.062
H (-1.891, 2.223, -4.774)  0.170
C (-1.252, -6.434, 0.450)  -0.022
C (-1.741, -5.438, -0.516)  -0.512
C (-2.722, -4.395, -0.013)  0.012
O (-1.334, -5.344, -1.643)  0.067
H (-0.540, -5.926, 1.192)  0.108
H (-0.701, -7.093, -0.253)  0.093
H (-2.116, -6.956, 0.980)  0.110
H (-3.432, -4.087, -0.692)  0.072
H (-2.174, -3.523, 0.179)  0.056
H (-3.207, -4.719, 0.742)  0.011
C (2.731, -2.743, -3.307)  -0.016
C (1.892, -1.664, -4.118)  -0.509
C (2.391, -0.309, -3.945)  -0.016
O (1.047, -1.978, -4.937)  0.057
H (2.630, -2.539, -2.271)  0.023
H (3.705, -2.811, -3.886)  0.116
H (2.247, -3.711, -3.143)  0.080
H (2.423, 0.339, -4.806)  0.085
H (3.388, -0.579, -3.622)  0.066
H (1.642, -0.071, -3.114)  0.112
C (3.978, 1.149, 0.533)  -0.001
C (4.223, -0.148, -0.199)  -0.458
C (5.535, -0.574, -0.806)  -0.007
O (3.234, -0.891, -0.278)  -0.003
H (4.676, 1.899, 0.061)  0.106
H (4.322, 0.979, 1.518)  0.078
H (2.887, 1.412, 0.373)  0.081
H (5.124, -1.119, -1.531)  0.019
H (6.230, -1.077, -0.092)  0.106
H (6.217, 0.318, -1.124)  0.126
C (1.914, 2.925, -1.847)  0.013
C (1.789, 3.833, -0.597)  -0.516
C (0.694, 3.428, 0.394)  -0.011
O (2.609, 4.630, -0.296)  0.084
H (1.544, 1.862, -1.497)  0.116
H (2.903, 3.161, -2.112)  0.074
H (1.282, 3.272, -2.521)  -0.009
H (0.692, 4.059, 1.455)  0.121
H (0.428, 2.433, 0.496)  0.008
H (-0.455, 3.873, 0.075)  0.133
C (4.387, -3.929, 0.491)  -0.015
C (3.001, -4.197, 1.186)  -0.474
C (2.789, -3.248, 2.489)  0.009
O (2.226, -4.990, 0.821)  0.094
H (4.326, -4.485, -0.474)  0.078
H (5.275, -4.274, 0.963)  0.048
H (4.504, -2.688, 0.326)  0.111
H (3.568, -3.572, 3.347)  0.141
H (1.814, -3.519, 2.759)  0.036
H (2.907, -2.285, 2.199)  -0.008

Cartesian forces (eV/Å) of the 3 atoms listed first:
C -0.7 -1.2 -4.0
O -0.3 -1.9 2.1
P -3.6 -1.0 0.4

As for the structure (SMILES): COP(=O)(OC)OC.COP(=O)(OC)OC.COP(=O)(OC)OC.CC(C)=O.CC(C)=O.CC(C)=O.CC(C)=O.CC(C)=O.CC(C)=O.CC(C)=O. The strongest force on any atom comes out at 0.2537 hartree/bohr. For the energy above the lowest of the compared OMol25 structures with the same formula, charge and spin, the calculation gives 0.0 kJ/mol. The spin multiplicity is 1. Its HOMO-LUMO gap is 9.56 eV. The net charge is 0. The value obtained for the molar mass is 826.8 g mol⁻¹. Its HOMO energy is -0.339 Eh. Its total energy is -3637.75256 a.u.

=====

Record 2
10 unconnected molecules or ions with the total composition C30H69O33P3 at a distorted geometry. Source: the OMol25 dataset; level of theory: ωB97M-V/def2-TZVPD.

Last column: Löwdin charge in e.
Element x y z (Å)
C (-0.812, -1.660, 8.026)  -0.073
O (0.173, -0.885, 7.326)  -0.227
P (0.327, -1.018, 5.755)  0.378
O (0.682, -2.349, 5.257)  -0.225
O (-1.015, -0.366, 5.172)  -0.215
C (-1.460, -0.411, 3.832)  -0.097
O (1.470, 0.028, 5.328)  -0.207
C (2.096, 0.915, 6.266)  -0.087
H (-1.431, -2.147, 7.266)  0.086
H (-1.604, -1.074, 8.501)  0.090
H (-0.292, -2.283, 8.744)  0.095
H (-2.319, -1.087, 3.831)  0.095
H (-0.845, -0.798, 3.014)  0.074
H (-1.698, 0.622, 3.570)  0.078
H (1.709, 1.933, 6.318)  0.090
H (3.130, 1.000, 5.932)  0.077
H (2.081, 0.460, 7.253)  0.078
C (4.250, 2.111, 0.979)  -0.078
O (5.312, 1.468, 1.695)  -0.212
P (6.249, 2.314, 2.645)  0.375
O (6.845, 3.497, 2.022)  -0.224
O (7.351, 1.225, 3.055)  -0.234
C (7.860, 0.232, 2.179)  -0.090
O (5.394, 2.484, 3.997)  -0.206
C (6.118, 2.597, 5.225)  -0.104
H (3.412, 1.469, 1.262)  0.077
H (4.293, 2.142, -0.106)  0.081
H (3.965, 3.085, 1.379)  0.095
H (7.612, 0.362, 1.125)  0.082
H (7.643, -0.735, 2.626)  0.095
H (8.944, 0.398, 2.150)  0.091
H (5.753, 1.924, 5.994)  0.084
H (6.114, 3.647, 5.524)  0.092
H (7.194, 2.426, 5.131)  0.082
C (-2.028, -1.769, -4.526)  -0.080
O (-3.191, -2.588, -4.521)  -0.193
P (-4.010, -2.989, -3.214)  0.396
O (-4.901, -4.107, -3.407)  -0.205
O (-4.682, -1.619, -2.677)  -0.239
C (-6.080, -1.641, -2.390)  -0.096
O (-2.879, -3.239, -2.082)  -0.223
C (-3.377, -3.595, -0.796)  -0.099
H (-1.111, -2.354, -4.455)  0.087
H (-2.045, -1.038, -3.713)  0.077
H (-2.077, -1.197, -5.452)  0.094
H (-6.531, -2.626, -2.254)  0.087
H (-6.612, -1.116, -3.180)  0.094
H (-6.242, -1.216, -1.396)  0.073
H (-2.537, -3.684, -0.109)  0.096
H (-4.061, -4.440, -0.852)  0.094
H (-3.915, -2.739, -0.370)  0.064
C (0.868, 7.354, 1.301)  -0.034
O (1.089, 5.977, 1.589)  -0.016
C (0.037, 5.156, 1.717)  -0.622
O (-1.098, 5.526, 1.852)  0.137
O (0.534, 3.945, 1.823)  0.021
C (-0.352, 2.859, 1.944)  -0.046
H (1.766, 7.910, 1.532)  0.095
H (-0.038, 7.620, 1.855)  0.092
H (0.556, 7.515, 0.265)  0.096
H (-0.005, 1.828, 1.910)  0.081
H (-1.147, 2.905, 1.191)  0.100
H (-0.922, 2.951, 2.874)  0.097
C (1.739, -3.228, 1.769)  -0.035
O (1.050, -4.441, 1.555)  0.024
C (1.353, -5.148, 0.472)  -0.613
O (2.221, -4.884, -0.330)  0.107
O (0.482, -6.127, 0.364)  0.006
C (0.666, -7.165, -0.591)  -0.028
H (2.740, -3.234, 1.337)  0.094
H (1.858, -2.908, 2.803)  0.085
H (1.187, -2.411, 1.296)  0.075
H (1.731, -7.285, -0.782)  0.096
H (0.043, -7.017, -1.469)  0.095
H (0.327, -8.080, -0.105)  0.092
C (1.613, 0.383, -0.652)  -0.055
O (0.323, 0.473, -1.172)  0.006
C (-0.659, -0.163, -0.520)  -0.613
O (-0.484, -0.714, 0.524)  0.132
O (-1.760, 0.181, -1.141)  -0.004
C (-2.993, -0.007, -0.456)  -0.017
H (1.665, 0.836, 0.343)  0.080
H (2.376, 0.875, -1.248)  0.076
H (1.931, -0.664, -0.648)  0.093
H (-2.961, -0.990, 0.012)  0.077
H (-3.756, -0.022, -1.228)  0.084
H (-3.195, 0.741, 0.311)  0.099
C (-3.025, 2.950, -8.102)  -0.069
O (-2.445, 2.279, -7.015)  -0.003
C (-2.319, 2.938, -5.845)  -0.605
O (-2.519, 4.103, -5.670)  0.147
O (-1.857, 2.038, -4.992)  0.006
C (-1.775, 2.376, -3.617)  -0.027
H (-2.848, 2.470, -9.066)  0.091
H (-2.522, 3.906, -8.277)  0.097
H (-4.103, 3.084, -8.033)  0.098
H (-1.335, 3.373, -3.530)  0.090
H (-1.224, 1.645, -3.037)  0.075
H (-2.746, 2.526, -3.136)  0.103
C (2.200, 0.405, -5.225)  -0.012
O (2.080, 1.038, -3.952)  -0.017
C (2.148, 2.373, -3.913)  -0.634
O (2.254, 3.057, -4.906)  0.125
O (1.979, 2.771, -2.686)  -0.002
C (1.867, 4.184, -2.485)  -0.008
H (2.932, 0.983, -5.791)  0.098
H (1.249, 0.455, -5.756)  0.100
H (2.528, -0.615, -5.068)  0.079
H (2.738, 4.726, -2.839)  0.102
H (1.635, 4.502, -1.469)  0.090
H (0.963, 4.487, -3.017)  0.094
C (5.624, -0.180, -2.053)  -0.037
O (4.620, -1.098, -1.641)  0.014
C (4.158, -1.857, -2.621)  -0.617
O (4.713, -2.245, -3.609)  0.147
O (2.894, -2.181, -2.288)  -0.027
C (2.171, -3.111, -3.073)  -0.043
H (6.552, -0.659, -2.370)  0.099
H (5.772, 0.675, -1.403)  0.082
H (5.351, 0.282, -3.013)  0.097
H (2.776, -3.987, -3.310)  0.102
H (1.855, -2.682, -4.026)  0.081
H (1.300, -3.414, -2.500)  0.088
C (-8.702, -3.827, 2.625)  -0.042
O (-8.279, -2.814, 1.749)  0.016
C (-7.468, -1.884, 2.186)  -0.620
O (-7.049, -1.815, 3.308)  0.132
O (-7.222, -0.994, 1.215)  0.007
C (-6.526, 0.174, 1.564)  -0.069
H (-9.490, -3.387, 3.249)  0.104
H (-7.909, -4.199, 3.272)  0.100
H (-9.193, -4.626, 2.075)  0.096
H (-5.979, 0.623, 0.730)  0.080
H (-5.686, 0.045, 2.251)  0.094
H (-7.144, 0.990, 1.937)  0.101

Cartesian forces (eV/Å) of the 3 atoms listed first:
C -1.0 0.1 -0.9
O -0.1 0.9 -0.1
P 0.7 0.2 -1.2

As for the structure (SMILES): COP(=O)(OC)OC.COP(=O)(OC)OC.COP(=O)(OC)OC.COC(=O)OC.COC(=O)OC.COC(=O)OC.COC(=O)OC.COC(=O)OC.COC(=O)OC.COC(=O)OC. The strongest force on any atom comes out at 0.0560 hartree/bohr. The spin multiplicity is 1. Its HOMO-LUMO gap is 10.68 eV. The net charge is 0. The value obtained for the molar mass is 1050.8 g mol⁻¹. Its HOMO energy is -0.383 Eh. Its total energy is -4691.68411 a.u.